1.
This record from the OMol25 dataset describes a molecular structure, C51H48N6P2Y at a distorted geometry. The level of theory is ωB97M-V/def2-TZVPD.

Geometry as ORCA input:
```
! RIJCOSX wB97M-V def2-TZVPD def2/J DEFGRID3
* xyz 3 1
Y 0.04 -0.33 -1.15
C 2.74 -0.31 3.77
N 2.64 -0.40 2.34
C 1.51 -0.26 1.60
N 1.82 -0.34 0.29
C 3.18 -0.53 0.20
C 3.69 -0.60 1.50
C 5.04 -0.83 2.02
C 5.72 0.20 2.66
C 7.00 -0.01 3.15
C 7.61 -1.25 3.02
C 6.92 -2.28 2.40
C 5.65 -2.08 1.90
C 3.90 -0.51 -1.07
C 3.22 -0.23 -2.26
C 3.87 -0.19 -3.48
C 5.23 -0.44 -3.54
C 5.93 -0.68 -2.37
C 5.28 -0.71 -1.15
P -0.06 0.33 2.35
C -0.34 1.72 1.19
N -0.34 1.66 -0.15
C -0.60 2.92 -0.61
C -0.76 3.77 0.48
N -0.60 2.99 1.59
C -0.67 3.44 2.95
C -0.98 5.21 0.55
C -2.03 5.74 1.30
C -2.21 7.11 1.39
C -1.32 7.96 0.75
C -0.28 7.44 -0.01
C -0.11 6.08 -0.11
C -0.73 3.20 -2.04
C -1.48 4.28 -2.51
C -1.58 4.53 -3.86
C -0.96 3.70 -4.78
C -0.22 2.61 -4.34
C -0.11 2.36 -2.98
C -1.34 -0.76 1.61
N -1.61 -0.97 0.31
C -2.81 -1.62 0.24
C -3.27 -1.84 1.54
N -2.35 -1.27 2.37
C -2.45 -1.19 3.80
C -4.45 -2.54 2.06
C -5.46 -1.86 2.74
C -6.58 -2.55 3.17
C -6.70 -3.91 2.96
C -5.67 -4.60 2.33
C -4.55 -3.93 1.88
C -3.47 -1.93 -1.03
C -4.73 -2.53 -1.06
C -5.33 -2.85 -2.27
C -4.68 -2.60 -3.47
C -3.46 -1.96 -3.46
C -2.87 -1.60 -2.26
H 1.79 -0.59 4.23
H 3.52 -0.98 4.12
H 3.00 0.70 4.07
H 5.26 1.18 2.76
H 7.53 0.80 3.64
H 8.61 -1.40 3.39
H 7.39 -3.25 2.30
H 5.11 -2.89 1.42
H 2.14 0.00 -2.23
H 3.32 0.03 -4.38
H 5.74 -0.43 -4.49
H 7.00 -0.86 -2.41
H 5.86 -0.88 -0.26
H -0.35 4.48 2.99
H -1.68 3.38 3.34
H -0.01 2.84 3.58
H -2.74 5.08 1.79
H -3.03 7.50 1.96
H -1.46 9.03 0.83
H 0.40 8.11 -0.51
H 0.71 5.67 -0.68
H -1.98 4.93 -1.80
H -2.14 5.38 -4.21
H -1.04 3.90 -5.84
H 0.29 1.98 -5.05
H 0.59 1.57 -2.64
H -2.99 -2.06 4.17
H -1.45 -1.17 4.24
H -3.00 -0.30 4.10
H -5.40 -0.80 2.89
H -7.38 -2.01 3.67
H -7.59 -4.44 3.27
H -5.75 -5.67 2.19
H -3.75 -4.46 1.39
H -5.25 -2.74 -0.15
H -6.31 -3.29 -2.26
H -5.14 -2.89 -4.40
H -2.97 -1.73 -4.39
H -1.92 -1.03 -2.29
C -0.43 -4.18 -1.47
P 0.66 -2.85 -2.11
C 2.31 -3.50 -1.66
C 0.66 -3.13 -3.92
H -0.11 -5.13 -1.90
H -1.46 -3.99 -1.75
H -0.34 -4.22 -0.39
H 2.41 -4.49 -2.10
H 2.41 -3.57 -0.58
H 3.09 -2.84 -2.05
H 0.85 -4.19 -4.11
H 1.46 -2.55 -4.38
H -0.29 -2.85 -4.36
*
```

Summary:
* orbital gap: 6.8 eV
* HOMO level: -15.0 eV
* relative energy (zero: lowest compared OMol25 entry of this formula, charge and spin): 46.2 kJ/mol

=====

2.
This record from the OMol25 dataset describes a molecular structure, C51H50AsINO2PZr at a distorted geometry. The level of theory is ωB97M-V/def2-TZVPD.

Geometry as ORCA input:
```
! RIJCOSX wB97M-V def2-TZVPD def2/J DEFGRID3
* xyz 0 1
Zr 0.56 0.47 -0.64
I 0.60 -1.30 1.95
C -0.83 -2.76 2.49
C -0.56 -3.46 3.63
C -1.56 -4.20 4.29
C -2.84 -4.17 3.81
C -3.15 -3.47 2.61
C -4.49 -3.44 2.16
C -4.82 -2.80 1.00
C -3.81 -2.22 0.22
C -2.49 -2.23 0.62
C -2.12 -2.80 1.89
H 0.42 -3.40 4.07
H -1.32 -4.75 5.19
H -3.64 -4.68 4.32
H -5.24 -3.94 2.75
H -5.85 -2.76 0.66
H -4.05 -1.78 -0.73
N 1.53 1.26 0.83
C 2.32 2.28 1.26
C 2.73 3.30 0.37
C 3.51 4.35 0.81
C 3.92 4.43 2.14
C 3.52 3.44 3.03
C 2.74 2.38 2.59
H 2.39 3.25 -0.66
H 3.81 5.12 0.11
H 4.53 5.26 2.48
H 3.83 3.48 4.07
H 2.43 1.60 3.29
O 0.90 1.40 -2.39
O -0.36 1.86 -1.78
C -1.03 5.97 1.62
C -0.26 4.99 2.22
C -0.53 3.65 1.98
C -1.57 3.29 1.14
C -2.35 4.27 0.54
C -2.08 5.61 0.78
As -1.81 1.41 0.80
C -2.68 0.81 2.42
C -2.10 0.59 3.66
C -2.88 0.11 4.70
C -4.23 -0.13 4.51
C -4.82 0.10 3.27
C -4.05 0.58 2.22
C -4.53 0.84 0.85
C -5.82 0.63 0.38
C -6.11 0.86 -0.95
C -5.13 1.28 -1.84
C -3.83 1.50 -1.38
C -3.54 1.29 -0.04
H -0.82 7.02 1.80
H 0.58 5.26 2.86
H 0.10 2.89 2.43
H -3.16 4.00 -0.12
H -2.68 6.38 0.31
H -1.04 0.78 3.81
H -2.43 -0.06 5.67
H -4.83 -0.51 5.32
H -5.87 -0.10 3.14
H -6.60 0.29 1.05
H -7.12 0.70 -1.31
H -5.37 1.45 -2.88
H -3.05 1.83 -2.06
C 4.50 -3.24 -1.80
C 3.38 -2.59 -1.00
C 2.09 -3.40 -1.17
P 3.09 -0.78 -1.33
C 3.60 -0.51 -3.09
C 2.58 -1.13 -4.04
C 3.76 0.98 -3.39
C 4.44 0.08 -0.37
C 5.87 -0.11 -0.87
C 4.38 -0.24 1.12
H 4.66 -4.26 -1.45
H 5.45 -2.71 -1.72
H 4.25 -3.30 -2.86
H 3.64 -2.61 0.06
H 1.77 -3.42 -2.21
H 1.28 -3.00 -0.57
H 2.26 -4.44 -0.85
H 4.56 -1.01 -3.22
H 1.62 -0.62 -3.94
H 2.42 -2.19 -3.86
H 2.92 -1.01 -5.07
H 2.82 1.51 -3.24
H 4.07 1.10 -4.43
H 4.52 1.45 -2.76
H 4.16 1.14 -0.48
H 6.23 -1.11 -0.66
H 6.52 0.58 -0.34
H 5.99 0.08 -1.94
H 4.75 -1.25 1.32
H 3.37 -0.14 1.51
H 5.02 0.45 1.66
C -1.59 -1.86 -0.44
C -1.18 -1.61 -1.56
C -0.93 -1.61 -2.97
C -0.74 -2.83 -3.63
C -0.58 -2.86 -5.00
C -0.61 -1.67 -5.73
C -0.80 -0.46 -5.08
C -0.96 -0.42 -3.71
H -0.75 -3.75 -3.06
H -0.44 -3.80 -5.51
H -0.48 -1.70 -6.80
H -0.81 0.46 -5.64
H -1.07 0.53 -3.19
*
```

Summary:
* orbital gap: 6.2 eV
* HOMO level: -6.6 eV
* relative energy (zero: lowest compared OMol25 entry of this formula, charge and spin): 31.1 kJ/mol

=====

Which formula does entry 2 have? C51H50AsINO2PZr